Entry 1:
C13H13N3O3S | wB97M-V/def2-TZVPD

- highest occupied orbital energy (eV) = -8.4
- LUMO energy (Eh) = -0.009
- SMILES = O=C(c1nc(-c2cccs2)[nH]c(=O)c1O)N1CCCC1
- gap between HOMO and LUMO (eV) = 8.140
- relative energy (zero: lowest compared OMol25 entry of this formula, charge and spin) (kcal/mol) = 47.83
- max |F| (eV/Å) = 5.39
- total charge = 0

XYZ file:
```
33
Properties=species:S:1:pos:R:3:nbo_charge:R:1
O -1.130 -2.820 -1.441 -0.625
C -0.595 -1.792 -1.145 0.677
C -0.481 -1.432 0.319 -0.049
N -0.137 -0.073 0.721 -0.459
C -0.148 0.223 1.945 0.415
C 0.171 1.681 2.348 -0.282
C 0.595 2.075 3.689 -0.234
C 0.399 3.497 4.092 -0.264
C -0.036 4.191 2.935 -0.371
S -0.411 3.114 1.558 0.456
N -0.268 -0.712 3.023 -0.576
C -0.548 -2.011 2.650 0.564
O -0.641 -2.798 3.592 -0.575
C -0.773 -2.374 1.304 0.293
O -1.221 -3.510 0.895 -0.620
N -0.264 -0.937 -2.172 -0.424
C -0.657 -1.124 -3.580 -0.210
C 0.622 -0.694 -4.267 -0.398
C 1.039 0.565 -3.436 -0.424
C 0.801 0.104 -2.005 -0.223
H 0.983 1.384 4.436 0.217
H 0.676 3.953 5.060 0.243
H -0.215 5.233 2.876 0.232
H -0.451 -0.452 3.951 0.434
H -1.357 -3.388 -0.131 0.501
H -0.878 -2.131 -3.793 0.223
H -1.570 -0.545 -3.842 0.191
H 1.281 -1.575 -4.119 0.208
H 0.439 -0.538 -5.315 0.216
H 2.069 0.744 -3.692 0.221
H 0.530 1.481 -3.657 0.213
H 1.630 -0.319 -1.396 0.205
H 0.543 0.981 -1.401 0.224
```


Entry 2:
C13H13N5 | wB97M-V/def2-TZVPD

- highest occupied orbital energy (eV) = -8.3
- LUMO energy (Eh) = 0.020
- SMILES = Cc1ccc(C)c(Nc2ncnc3nc[nH]c23)c1
- gap between HOMO and LUMO (eV) = 8.815
- relative energy (zero: lowest compared OMol25 entry of this formula, charge and spin) (kcal/mol) = 0.00
- max |F| (eV/Å) = 1.26
- total charge = 0

XYZ file:
```
31
Properties=species:S:1:pos:R:3:nbo_charge:R:1
C 2.705 2.694 -1.180 -0.633
C 2.620 1.316 -0.596 0.002
C 3.706 0.761 0.070 -0.234
C 3.635 -0.522 0.579 -0.172
C 2.482 -1.283 0.470 -0.073
C 2.406 -2.671 1.030 -0.633
C 1.376 -0.720 -0.179 0.224
N 0.201 -1.463 -0.295 -0.608
C -1.079 -0.997 -0.311 0.409
N -2.001 -1.836 -0.782 -0.511
C -3.276 -1.469 -0.776 0.256
N -3.796 -0.345 -0.344 -0.458
C -2.903 0.509 0.156 0.333
N -3.140 1.728 0.721 -0.455
C -1.978 2.169 1.092 0.233
N -0.950 1.323 0.815 -0.532
C -1.511 0.232 0.199 -0.053
C 1.465 0.560 -0.722 -0.292
H 3.037 3.408 -0.427 0.220
H 3.430 2.712 -1.993 0.225
H 1.743 3.016 -1.570 0.215
H 4.615 1.334 0.178 0.212
H 4.495 -0.942 1.082 0.211
H 2.350 -3.407 0.227 0.214
H 1.521 -2.787 1.655 0.226
H 3.287 -2.889 1.628 0.223
H 0.283 -2.445 -0.519 0.416
H -3.968 -2.197 -1.180 0.177
H -1.824 3.112 1.579 0.201
H 0.031 1.463 1.003 0.437
H 0.626 0.953 -1.280 0.220
```


Entry 3:
C13H13N7O5Rh | wB97M-V/def2-TZVPD

- highest occupied orbital energy (eV) = -12.1
- LUMO energy (Eh) = -0.121
- gap between HOMO and LUMO (eV) = 8.789
- relative energy (zero: lowest compared OMol25 entry of this formula, charge and spin) (kcal/mol) = 20.53
- max |F| (eV/Å) = 0.59
- total charge = +1

XYZ file:
```
39
Properties=species:S:1:pos:R:3:nbo_charge:R:1
Rh 0.402 0.974 -0.223 1.147
O -0.949 -2.055 4.766 -0.622
C -0.581 -1.367 3.679 0.380
C 0.704 -1.455 3.128 -0.290
C 0.961 -0.724 1.991 0.131
N -0.015 -0.031 1.420 -0.398
C -1.164 0.243 2.035 0.119
C -1.511 -0.450 3.168 -0.255
C -1.748 1.553 1.507 0.737
O -2.844 1.939 1.831 -0.577
O -0.880 2.206 0.771 -0.683
C 2.313 -0.307 1.422 0.740
O 3.332 -0.887 1.703 -0.579
O 2.214 0.782 0.698 -0.699
H -0.226 -2.602 5.096 0.497
H 1.500 -2.007 3.611 0.254
H -2.429 -0.239 3.699 0.270
N -2.326 -0.888 -2.623 -0.476
C -3.245 0.065 -2.244 -0.048
C -2.585 0.942 -1.436 -0.062
N -1.283 0.530 -1.332 -0.420
C -1.151 -0.576 -2.048 0.309
C 0.168 -1.178 -2.081 0.301
N 1.117 -0.575 -1.384 -0.417
C 2.278 -1.279 -1.565 -0.062
C 2.016 -2.326 -2.397 -0.049
N 0.678 -2.248 -2.715 -0.475
H -2.517 -1.672 -3.224 0.439
H -4.268 0.032 -2.572 0.251
H -2.948 1.811 -0.914 0.273
H 3.194 -0.998 -1.073 0.271
H 2.649 -3.106 -2.780 0.250
H 0.189 -2.884 -3.323 0.439
N 1.666 3.368 -0.422 -0.676
N 1.090 2.547 -1.442 -0.575
H 1.522 4.364 -0.474 0.384
H 2.614 3.090 -0.226 0.391
H 1.759 2.353 -2.184 0.383
H 0.306 3.050 -1.847 0.399
```


Entry 4:
C13H13NO | wB97M-V/def2-TZVPD

- highest occupied orbital energy (eV) = -8.7
- LUMO energy (Eh) = 0.030
- SMILES = CC1=NC[C@H]2CC(=O)[C@@]12c1ccccc1
- gap between HOMO and LUMO (eV) = 9.563
- relative energy (zero: lowest compared OMol25 entry of this formula, charge and spin) (kcal/mol) = 79.06
- max |F| (eV/Å) = 3.47
- total charge = 0

XYZ file:
```
28
Properties=species:S:1:pos:R:3:nbo_charge:R:1
C -0.804 -0.262 2.348 -0.690
C -1.270 -0.540 0.979 0.404
N -1.912 -1.459 0.460 -0.416
C -2.190 -1.262 -0.988 -0.246
C -1.632 0.134 -1.352 -0.216
C -2.555 1.276 -0.772 -0.498
C -1.285 1.794 -0.044 0.610
O -0.914 2.818 0.518 -0.550
C -0.619 0.541 -0.210 -0.254
C 0.839 0.413 -0.259 -0.038
C 1.625 1.390 0.383 -0.205
C 2.999 1.108 0.600 -0.202
C 3.605 -0.029 0.099 -0.220
C 2.808 -0.968 -0.538 -0.220
C 1.477 -0.755 -0.748 -0.203
H 0.199 -0.757 2.400 0.256
H -1.516 -0.656 2.985 0.237
H -0.848 0.833 2.399 0.241
H -3.226 -1.363 -1.382 0.217
H -1.550 -2.033 -1.416 0.206
H -1.388 0.261 -2.383 0.228
H -3.139 0.798 -0.054 0.223
H -3.137 1.842 -1.389 0.225
H 1.128 2.196 0.876 0.249
H 3.734 1.744 1.192 0.218
H 4.687 -0.219 0.430 0.219
H 3.171 -1.740 -1.194 0.213
H 1.002 -1.507 -1.405 0.211
```


Entry 5:
C13H14BF3O2 | wB97M-V/def2-TZVPD

- highest occupied orbital energy (eV) = -8.9
- LUMO energy (Eh) = -0.057
- gap between HOMO and LUMO (eV) = 7.399
- relative energy (zero: lowest compared OMol25 entry of this formula, charge and spin) (kcal/mol) = 0.00
- max |F| (eV/Å) = 1.92
- total charge = 0

XYZ file:
```
33
Properties=species:S:1:pos:R:3:nbo_charge:R:1
C 2.882 0.703 -1.166 -0.278
O 1.558 0.970 -0.691 -0.471
C 0.708 -0.051 -0.614 0.347
C -0.681 0.252 -0.943 -0.104
C -1.589 -0.812 -1.110 -0.175
C -2.941 -0.554 -1.322 -0.210
C -3.430 0.753 -1.352 0.030
C -4.918 0.997 -1.416 -0.639
C -2.503 1.808 -1.330 -0.209
C -1.150 1.570 -1.116 -0.167
H 3.340 1.691 -1.198 0.204
H 3.414 0.052 -0.464 0.250
H 2.860 0.256 -2.165 0.188
H 1.068 -1.057 -0.857 0.224
H -1.201 -1.824 -1.060 0.223
H -3.650 -1.386 -1.390 0.221
H -5.149 2.063 -1.452 0.221
H -5.339 0.535 -2.315 0.229
H -5.450 0.556 -0.562 0.232
H -2.878 2.829 -1.420 0.219
H -0.442 2.401 -1.076 0.235
F 4.271 -1.384 0.745 -0.552
B 3.235 -2.224 1.206 1.161
F 2.563 -2.900 0.180 -0.556
F 3.624 -3.066 2.230 -0.538
C 2.183 -1.147 1.929 -0.184
C 0.922 -0.762 1.441 -0.020
O 0.405 0.247 2.226 -0.439
C 1.292 0.443 3.264 0.168
C 2.412 -0.357 3.105 -0.322
H 0.203 -1.367 0.874 0.250
H 1.098 1.163 4.060 0.213
H 3.286 -0.398 3.758 0.249
```


Entry 6:
C13H14IMoN3S | wB97M-V/def2-TZVPD

- highest occupied orbital energy (spin up / spin down) (eV) = -16.1 / -16.1
- LUMO energy (spin up / spin down) (Eh) = -0.394 / -0.350
- gap between HOMO and LUMO (spin up / spin down) (eV) = 5.360 / 6.619
- relative energy (zero: lowest compared OMol25 entry of this formula, charge and spin) (kcal/mol) = 44.88
- 2S+1 = 3
- max |F| (eV/Å) = 4.48
- total charge = +2

XYZ file:
```
33
Properties=species:S:1:pos:R:3:lowdin_spin:R:1
C 3.531 4.147 0.931 -0.004
C 4.709 3.253 0.564 0.000
H 3.223 4.755 0.078 0.000
H 3.808 4.830 1.738 0.000
H 2.657 3.577 1.257 -0.003
H 4.423 2.461 -0.127 0.000
H 5.496 3.839 0.086 0.000
H 5.145 2.784 1.448 0.000
C -2.813 1.003 -0.851 0.014
C -4.010 0.915 -1.543 -0.001
C -4.293 -0.173 -2.370 0.008
C -3.342 -1.159 -2.487 -0.001
H -2.543 1.838 -0.200 0.001
H -4.730 1.714 -1.419 0.000
H -5.220 -0.255 -2.910 0.000
H -3.469 -2.053 -3.106 0.000
N -1.880 0.007 -0.945 0.008
C -2.142 -1.046 -1.791 0.009
C -1.060 -2.002 -1.847 0.009
N 0.021 -1.655 -1.088 0.025
C 1.070 -2.542 -1.049 0.019
C -0.046 -4.070 -2.564 0.008
C 1.043 -3.711 -1.773 0.001
H 1.910 -2.277 -0.404 0.004
H 1.891 -4.379 -1.735 0.000
C -1.109 -3.192 -2.576 -0.001
H -1.998 -3.376 -3.152 0.000
H -0.080 -4.978 -3.149 0.000
Mo -0.151 0.088 0.191 2.113
I -0.070 2.612 0.890 -0.185
S 0.036 -0.992 2.164 -0.008
C 0.009 -0.245 3.703 0.022
N -0.015 0.284 4.772 -0.037
```